Density functional theory data (ωB97M-V/def2-TZVPD) for a molecular structure, C33H64Br22O3 in a non-equilibrium geometry.

Gap between HOMO and LUMO (eV): 9.240
Spin multiplicity: 1
LUMO energy (eV): 0.2
Highest occupied orbital energy (hartree): -0.3311

Structure (XYZ):
```
122
Properties=species:S:1:pos:R:3:forces:R:3
C 2.745731 -3.043417 -0.262405 0.18 0.36 0.56
C 3.289361 -1.808686 -1.021169 -0.12 -0.32 0.20
C 2.891975 -1.751416 -2.513042 0.38 -0.70 0.60
C 1.388191 -1.858559 -2.807056 0.17 1.37 -0.49
C 0.566912 -0.591065 -2.432874 0.15 -0.52 -0.12
C 0.374077 -0.410893 -0.902443 -0.17 0.45 -1.12
C -1.037488 -0.070963 -0.439174 0.71 -0.23 0.21
O -1.452956 1.320220 -0.417933 -2.69 -1.80 0.41
C -2.791160 1.101378 0.170620 0.60 -0.39 -0.88
O -3.375392 1.779894 0.947160 0.06 -0.53 -0.74
O -3.258948 -0.086638 -0.297070 -0.37 0.30 0.51
C -2.245245 -0.685696 -1.127927 0.79 0.01 0.42
C -2.198845 -2.198916 -1.172709 -0.30 -0.38 -1.01
C -3.237851 -2.833352 -2.148400 -0.12 0.26 0.91
H 1.839774 -3.477218 -0.690593 0.20 0.06 -0.04
H 3.491446 -3.838680 -0.154494 -0.16 0.09 -0.30
H 2.500510 -2.744937 0.768581 -0.02 -0.14 -0.20
H 2.969444 -0.910808 -0.478729 0.04 -0.05 -0.29
H 4.384093 -1.829758 -0.933687 -0.19 0.13 -0.16
H 3.354293 -0.852531 -2.944204 -0.42 -0.06 -0.10
H 3.392255 -2.604595 -2.997606 -0.14 0.18 0.01
H 0.924237 -2.739899 -2.350461 0.20 0.03 -0.11
H 1.290336 -1.941187 -3.898966 0.01 -0.31 0.23
H 1.050920 0.293701 -2.867277 -0.05 -0.16 0.12
H -0.381546 -0.697520 -2.979627 0.02 0.17 0.37
H 1.089479 0.350231 -0.570832 -0.32 -0.13 0.31
H 0.635702 -1.350367 -0.401357 -0.08 0.20 -0.02
H -1.057087 -0.358960 0.629032 -0.14 -0.28 -0.30
H -2.445781 -0.234469 -2.108294 0.57 -0.37 -0.10
H -2.237252 -2.674367 -0.186155 -0.08 0.30 -0.04
H -1.216041 -2.455083 -1.591121 -0.05 0.22 0.29
H -2.762102 -3.495974 -2.872526 -0.10 0.11 0.07
H -3.791651 -2.046061 -2.671210 0.09 -0.21 -0.06
H -3.943124 -3.420656 -1.553581 -0.04 0.05 -0.40
Br 1.640651 -6.419372 -0.282587 -0.09 -0.12 -0.06
C 2.846987 -7.603448 -1.245376 -0.09 0.00 0.22
C 4.152215 -6.924877 -1.562960 0.11 -0.05 -0.25
Br 3.985365 -5.682048 -3.052576 0.01 0.03 0.08
H 2.316369 -7.943501 -2.129657 0.08 0.05 -0.04
H 3.012442 -8.446597 -0.577377 0.05 0.01 -0.02
H 4.889199 -7.657229 -1.887536 -0.05 -0.04 0.01
H 4.550892 -6.358050 -0.726873 -0.07 -0.03 0.03
Br -1.112289 3.311488 0.777881 1.46 2.23 1.47
C -0.854967 4.658700 2.170144 -0.07 0.03 -0.69
C 0.606430 4.879391 2.464163 -0.20 0.01 0.32
Br 1.346654 3.429563 3.536053 0.05 -0.01 -0.08
H -1.416092 4.325802 3.036968 0.06 0.05 0.03
H -1.304171 5.572629 1.779380 0.06 0.06 0.13
H 0.748389 5.776132 3.066217 0.01 -0.03 0.01
H 1.215995 4.949360 1.569561 -0.18 -0.12 0.03
Br -5.186212 4.953416 7.353164 -0.04 0.05 -0.04
C -4.385650 3.927839 5.903465 -0.18 -0.16 0.16
C -2.926785 3.660962 6.155962 0.18 0.04 -0.24
Br -1.840485 5.239011 5.814810 0.03 0.06 0.17
H -4.564037 4.483612 4.988246 0.07 0.01 0.01
H -4.944807 2.994058 5.873202 0.05 -0.01 0.02
H -2.553344 2.904746 5.467398 -0.06 0.00 -0.01
H -2.720021 3.351264 7.175613 -0.07 0.01 0.00
Br -3.032876 -4.864734 -7.608690 -0.01 0.02 0.08
C -3.299603 -2.973657 -7.239515 -0.03 -0.18 -0.27
C -1.986751 -2.251667 -7.095373 -0.03 0.20 0.27
Br -1.159471 -2.611938 -5.370598 0.10 -0.02 -0.13
H -3.918453 -2.908664 -6.349886 0.07 0.04 0.02
H -3.853937 -2.590544 -8.094056 0.04 0.04 0.01
H -2.138128 -1.174091 -7.119191 -0.05 -0.02 -0.02
H -1.264116 -2.530205 -7.856310 -0.06 -0.06 -0.02
Br 1.460590 4.940538 9.871230 0.06 0.05 -0.01
C 0.917057 6.799900 10.054874 -0.10 -0.24 0.11
C 0.114241 7.259799 8.867700 0.04 0.24 -0.11
Br 1.250215 7.604511 7.326311 -0.05 -0.08 -0.03
H 1.822077 7.380167 10.205271 -0.03 0.02 -0.06
H 0.312476 6.832604 10.959122 -0.03 0.03 -0.04
H -0.372358 8.209642 9.080779 0.02 -0.02 0.05
H -0.632151 6.536162 8.552255 0.04 -0.03 0.03
Br 0.730546 6.517424 -1.689439 -0.02 -0.05 0.11
C 0.990433 7.860224 -0.306682 -0.06 0.03 -0.33
C 2.451905 8.081128 -0.018274 0.04 0.00 0.31
Br 3.190103 6.634135 1.053956 0.37 0.18 -0.17
H 0.432899 7.527897 0.564184 0.07 0.02 0.03
H 0.537319 8.767929 -0.700245 0.04 0.02 0.03
H 2.591082 8.979909 0.579711 -0.06 0.00 -0.01
H 3.058625 8.150356 -0.915711 -0.10 -0.02 -0.04
Br 8.248134 3.779005 -0.183934 -0.08 -0.01 -0.01
C 7.125268 5.349999 0.061923 0.25 -0.01 -0.11
C 7.097841 5.790970 1.500790 -0.28 0.06 0.12
Br 5.955227 4.643265 2.575228 0.06 -0.05 0.05
H 6.141026 5.098407 -0.321498 -0.02 0.02 0.08
H 7.571559 6.119859 -0.564654 -0.01 0.02 0.05
H 6.662698 6.785392 1.585427 -0.01 -0.01 -0.07
H 8.078415 5.786173 1.966640 0.02 -0.03 -0.08
Br 2.882184 -7.206793 -6.517834 0.03 -0.40 0.05
C 4.557602 -8.142437 -6.216731 -0.17 0.13 -0.22
C 4.345916 -9.621572 -6.036954 0.19 -0.07 0.19
Br 3.645694 -10.030999 -4.264593 -0.05 -0.01 -0.04
H 5.028008 -7.674249 -5.356132 -0.02 -0.05 0.02
H 5.155518 -7.947311 -7.105178 0.01 -0.08 0.01
H 5.292959 -10.154503 -6.098086 0.00 0.04 0.01
H 3.649496 -10.041314 -6.755813 -0.03 0.07 0.01
Br -7.759703 0.975861 7.122874 -0.04 -0.01 -0.03
C -8.895177 2.540637 7.348507 0.27 0.02 -0.13
C -8.945492 2.983348 8.785824 -0.25 0.04 0.11
Br -10.097293 1.829332 9.849132 0.08 -0.01 0.01
H -9.870556 2.282843 6.947850 -0.01 0.00 0.08
H -8.442948 3.312919 6.729027 0.01 0.03 0.07
H -9.385580 3.975443 8.863663 0.02 0.00 -0.06
H -7.970461 2.982997 9.262959 0.02 -0.02 -0.08
Br -4.506693 -4.082037 3.991579 0.08 -0.01 -0.04
C -4.398564 -3.054193 2.342821 -0.17 0.05 0.24
C -5.170146 -3.711577 1.229824 0.17 0.00 -0.27
Br -4.210159 -5.239224 0.495223 -0.07 -0.08 0.16
H -3.343968 -2.934255 2.114380 -0.03 -0.03 -0.05
H -4.828424 -2.083668 2.582263 -0.01 0.00 -0.07
H -5.292384 -3.023270 0.394292 0.03 0.05 0.05
H -6.144196 -4.073508 1.543385 0.04 0.02 0.07
Br 2.900689 -3.855662 -6.040764 0.05 0.33 -0.05
C 3.008757 -2.660783 -7.572584 -0.17 0.10 0.34
C 2.249560 -3.205884 -8.752419 0.15 0.01 -0.24
Br 3.228564 -4.636744 -9.635177 -0.07 -0.01 0.04
H 4.063140 -2.505749 -7.779226 -0.03 -0.03 -0.08
H 2.567152 -1.724339 -7.235170 -0.03 0.00 -0.07
H 2.123032 -2.437227 -9.512742 0.02 0.03 0.05
H 1.277872 -3.609054 -8.480884 0.04 0.00 0.08
```
Forces are in eV/Å.

Löwdin population analysis, charges in e, atoms 1 to 99:
1. C -0.14
2. C -0.24
3. C -0.21
4. C -0.23
5. C -0.17
6. C -0.10
7. C -0.26
8. O -0.24
9. C -0.54
10. O 0.09
11. O 0.07
12. C -0.25
13. C -0.14
14. C -0.09
15. H 0.02
16. H 0.04
17. H 0.08
18. H 0.09
19. H 0.10
20. H 0.11
21. H 0.06
22. H 0.10
23. H 0.04
24. H 0.12
25. H 0.07
26. H 0.13
27. H 0.11
28. H 0.17
29. H 0.16
30. H 0.11
31. H 0.10
32. H 0.04
33. H 0.08
34. H 0.00
35. Br 0.66
36. C -0.70
37. C -0.67
38. Br 0.63
39. H 0.03
40. H 0.06
41. H 0.05
42. H 0.05
43. Br 0.95
44. C -0.65
45. C -0.75
46. Br 0.59
47. H 0.00
48. H 0.05
49. H 0.05
50. H -0.04
51. Br 0.59
52. C -0.69
53. C -0.67
54. Br 0.64
55. H 0.05
56. H 0.05
57. H 0.06
58. H 0.05
59. Br 0.61
60. C -0.70
61. C -0.68
62. Br 0.69
63. H 0.05
64. H 0.06
65. H 0.06
66. H 0.04
67. Br 0.60
68. C -0.70
69. C -0.70
70. Br 0.59
71. H 0.05
72. H 0.06
73. H 0.06
74. H 0.02
75. Br 0.62
76. C -0.69
77. C -0.67
78. Br 0.68
79. H 0.04
80. H 0.06
81. H 0.06
82. H 0.05
83. Br 0.60
84. C -0.71
85. C -0.70
86. Br 0.59
87. H 0.04
88. H 0.06
89. H 0.05
90. H 0.05
91. Br 0.57
92. C -0.68
93. C -0.68
94. Br 0.62
95. H 0.03
96. H 0.06
97. H 0.06
98. H 0.05
99. Br 0.59

Density functional theory data (ωB97M-V/def2-TZVPD) for 9 unconnected molecules or ions with the total composition C33H64Cl12F8O in a non-equilibrium geometry.

Gap between HOMO and LUMO (eV): 10.608
SMILES: FC(F)C(F)(F)COC(F)(F)C(F)F.ClC(Cl)Cl.ClC(Cl)Cl.ClC(Cl)Cl.ClC(Cl)Cl.CCCCCC.CCCCCC.CCCCCC.CCCCCC
Spin multiplicity: 1
LUMO energy (eV): 0.3
Highest occupied orbital energy (hartree): -0.3796

Structure (XYZ):
```
118
Properties=species:S:1:pos:R:3:forces:R:3
F -2.229092 0.655295 1.209258 -0.35 -0.01 0.15
C -3.085090 0.815554 2.259084 0.18 0.11 0.10
F -4.154656 1.516244 1.849673 0.02 0.06 -0.10
C -3.521094 -0.562127 2.732245 -0.18 0.10 0.17
F -4.193463 -1.203319 1.722926 0.16 1.89 3.60
F -4.379731 -0.387423 3.759656 -0.08 -0.01 0.10
C -2.366847 -1.433641 3.126563 0.00 -0.36 -0.02
O -1.633332 -0.758572 4.146606 -0.27 -0.03 -0.10
C -0.301328 -0.971597 4.089569 -0.29 -0.23 0.29
F -0.032895 -2.296564 3.964352 0.15 0.28 0.02
F 0.217641 -0.351401 3.007412 0.23 -0.14 -0.14
C 0.334533 -0.375074 5.350813 -0.34 0.33 -0.24
F -0.357195 -0.763712 6.441451 0.14 -0.10 0.00
F 1.595642 -0.817804 5.436699 0.33 -0.03 0.12
H -2.557303 1.344296 3.056203 -0.11 0.10 -0.08
H -1.774124 -1.615918 2.228725 0.10 0.00 0.13
H -2.740431 -2.381965 3.512543 -0.05 0.00 -0.05
H 0.312586 0.719727 5.275565 0.12 -0.18 0.09
Cl 3.340415 3.074632 0.929384 -0.11 0.10 -0.11
C 3.909194 1.615423 1.725250 0.18 0.61 0.00
Cl 2.811545 1.110224 2.981567 -0.28 0.02 0.35
Cl 5.529436 1.856625 2.382582 -0.12 2.41 0.88
H 3.981809 0.827803 0.990299 -0.19 0.00 -0.11
Cl -2.230058 -5.273326 -0.262944 -0.09 -0.04 -0.04
C -0.557994 -4.721915 -0.315014 -0.34 -0.18 0.13
Cl -0.409698 -3.056887 0.212075 0.05 0.22 0.29
Cl 0.117903 -4.891058 -1.914955 0.10 -0.23 -0.32
H -0.021357 -5.341509 0.385829 0.27 -0.04 -0.03
Cl -1.092821 -3.693558 -5.986802 -0.01 -0.03 0.04
C -0.339223 -2.303475 -5.225142 0.06 0.33 0.04
Cl -1.420795 -0.898930 -5.220926 0.02 -0.15 -0.17
Cl 1.200102 -1.900132 -5.999835 -0.22 -0.08 -0.22
H -0.131382 -2.529086 -4.186963 0.00 -0.17 0.05
Cl 0.014217 -0.209175 -2.330638 -0.59 0.20 -0.27
C -0.039397 0.261761 -0.658990 0.09 -0.26 0.65
Cl -0.222317 1.986358 -0.425059 0.21 0.30 -0.23
Cl 1.412518 -0.349393 0.169707 -0.39 0.51 -0.07
H -0.885735 -0.207838 -0.175329 -0.01 -0.08 -0.21
C 0.627258 3.522425 5.763484 0.00 -0.39 0.36
C -0.027791 4.456446 4.777070 -0.38 0.19 0.22
C -0.126609 3.844960 3.404131 0.38 -0.20 -0.75
C -0.693276 4.764135 2.337830 -0.61 0.13 -0.22
C -2.196404 4.978960 2.468785 -0.52 0.35 0.23
C -2.764435 5.941321 1.421755 0.01 0.10 0.07
H 0.864705 4.026711 6.699831 0.12 -0.03 0.00
H 1.540570 3.108251 5.329592 0.11 0.04 0.15
H -0.022636 2.679901 6.027529 -0.02 0.09 -0.08
H -1.037996 4.715769 5.110850 0.11 0.09 0.14
H 0.543713 5.388424 4.756505 -0.03 0.02 -0.24
H -0.742780 2.934293 3.425499 -0.01 0.01 0.16
H 0.860093 3.505276 3.069398 0.05 0.03 0.14
H -0.216388 5.750600 2.351111 0.18 -0.12 0.07
H -0.517204 4.341727 1.343372 0.14 0.00 0.04
H -2.744918 4.029180 2.441214 0.22 -0.08 -0.23
H -2.449330 5.391464 3.454380 0.18 -0.04 -0.03
H -2.521154 6.979032 1.667688 0.11 -0.08 0.00
H -2.362180 5.749721 0.423983 -0.08 -0.12 0.02
H -3.853642 5.886212 1.377757 0.04 -0.07 -0.06
C -9.035483 -2.807423 1.655540 0.56 -0.10 0.34
C -8.229155 -2.542792 0.379563 -0.56 -0.09 0.18
C -6.742622 -2.461450 0.641040 0.04 0.00 0.07
C -5.930096 -2.233233 -0.615228 0.27 -0.48 -0.97
C -4.428728 -2.388575 -0.400316 -0.01 0.05 0.29
C -3.585456 -2.021337 -1.597357 -0.15 0.23 -0.36
H -10.079488 -3.046463 1.467875 -0.05 0.06 -0.05
H -8.979099 -1.968438 2.356733 -0.13 0.12 -0.23
H -8.585708 -3.639096 2.215404 -0.17 -0.06 -0.23
H -8.393500 -3.364190 -0.326444 -0.10 0.08 -0.02
H -8.596165 -1.630174 -0.102337 0.08 -0.04 -0.02
H -6.443165 -3.421125 1.083122 0.12 0.10 0.05
H -6.517462 -1.686963 1.383039 -0.11 -0.06 -0.05
H -6.210433 -2.974850 -1.383932 -0.19 0.02 0.22
H -6.159859 -1.283082 -1.114066 0.02 0.17 0.40
H -4.131647 -1.795837 0.477417 -0.14 -1.51 -3.19
H -4.239179 -3.427683 -0.114562 -0.01 -0.05 -0.06
H -2.542968 -1.885941 -1.315491 0.19 -0.23 -0.13
H -3.670492 -2.769995 -2.388111 0.20 0.02 -0.08
H -3.901272 -1.063940 -2.026567 -0.06 -0.04 0.03
C 2.831236 -1.438042 -2.888958 0.04 -0.03 0.62
C 2.861696 -2.684859 -2.017248 0.40 -0.41 0.46
C 4.133890 -2.793601 -1.152094 -0.33 0.50 -0.36
C 4.260130 -1.657480 -0.141099 -0.17 -0.19 0.06
C 5.411695 -1.858365 0.823721 -0.07 -0.47 0.32
C 5.464926 -0.789812 1.883897 0.76 -0.16 -0.87
H 2.126372 -1.543209 -3.714171 0.30 0.00 0.09
H 3.833027 -1.209636 -3.259466 -0.17 -0.18 -0.15
H 2.505415 -0.567436 -2.311481 0.29 -0.17 -0.12
H 2.008619 -2.725572 -1.330071 -0.05 0.13 -0.23
H 2.796684 -3.595066 -2.621730 0.00 0.11 -0.12
H 5.009978 -2.759765 -1.812464 0.00 -0.24 0.10
H 4.123538 -3.745946 -0.616340 0.11 -0.03 -0.05
H 4.385849 -0.699517 -0.661688 0.01 -0.03 -0.07
H 3.310362 -1.568731 0.410028 0.51 -0.27 0.05
H 5.315695 -2.824806 1.330383 0.01 -0.16 -0.28
H 6.350832 -1.867119 0.265205 0.05 -0.10 0.01
H 4.557205 -0.749924 2.483202 0.08 -0.15 0.09
H 6.338754 -0.894173 2.530531 -0.15 -0.15 0.15
H 5.614458 0.188454 1.405848 0.12 -1.74 -0.20
C 6.744944 0.152228 -5.458699 0.07 0.18 -0.51
C 5.222924 0.040763 -5.425526 0.67 -0.27 0.14
C 4.547592 1.349793 -5.072606 -0.18 0.00 -0.48
C 3.036027 1.218888 -4.860878 0.05 0.73 0.01
C 2.471909 2.295742 -3.929992 0.09 -0.53 0.23
C 1.016703 2.575831 -4.224513 -0.46 0.31 0.13
H 7.088966 0.678332 -6.356051 -0.06 0.06 0.10
H 7.204479 -0.835477 -5.494802 0.09 0.02 0.16
H 7.113731 0.713680 -4.599656 0.08 -0.16 0.10
H 4.885947 -0.294975 -6.409597 -0.20 -0.13 0.09
H 4.994767 -0.747575 -4.701838 -0.27 0.16 -0.14
H 4.714713 2.021168 -5.925443 0.00 0.14 0.18
H 5.043533 1.838027 -4.227512 -0.10 -0.23 0.19
H 2.530926 1.366348 -5.820857 0.05 -0.38 -0.08
H 2.764949 0.243936 -4.454539 0.04 0.17 -0.35
H 2.557547 1.939449 -2.896953 0.22 0.16 0.04
H 3.059686 3.209286 -4.029208 0.01 0.07 0.12
H 0.497720 2.996882 -3.359348 0.07 0.19 -0.09
H 0.945330 3.280323 -5.055562 -0.22 -0.09 -0.05
H 0.459443 1.671191 -4.472953 0.12 -0.05 -0.16
```
Forces are in eV/Å.

Löwdin population analysis, charges in e, atoms 1 to 99:
1. F 0.04
2. C -0.28
3. F 0.12
4. C -0.42
5. F 0.07
6. F 0.15
7. C -0.04
8. O 0.05
9. C -0.56
10. F 0.15
11. F 0.07
12. C -0.30
13. F 0.11
14. F 0.10
15. H 0.16
16. H 0.10
17. H 0.16
18. H 0.15
19. Cl 0.56
20. C -1.53
21. Cl 0.61
22. Cl 0.63
23. H -0.03
24. Cl 0.58
25. C -1.52
26. Cl 0.60
27. Cl 0.59
28. H 0.02
29. Cl 0.55
30. C -1.55
31. Cl 0.52
32. Cl 0.57
33. H -0.03
34. Cl 0.65
35. C -1.48
36. Cl 0.61
37. Cl 0.62
38. H -0.03
39. C -0.11
40. C -0.27
41. C -0.24
42. C -0.23
43. C -0.27
44. C -0.11
45. H 0.07
46. H 0.06
47. H 0.06
48. H 0.11
49. H 0.12
50. H 0.10
51. H 0.08
52. H 0.12
53. H 0.08
54. H 0.09
55. H 0.10
56. H 0.07
57. H 0.07
58. H 0.07
59. C -0.12
60. C -0.28
61. C -0.25
62. C -0.22
63. C -0.29
64. C -0.12
65. H 0.06
66. H 0.07
67. H 0.07
68. H 0.11
69. H 0.11
70. H 0.12
71. H 0.11
72. H 0.12
73. H 0.12
74. H 0.04
75. H 0.06
76. H 0.01
77. H 0.08
78. H 0.08
79. C -0.17
80. C -0.28
81. C -0.20
82. C -0.27
83. C -0.26
84. C -0.22
85. H -0.01
86. H 0.06
87. H 0.00
88. H 0.03
89. H 0.09
90. H 0.12
91. H 0.11
92. H 0.11
93. H 0.03
94. H 0.11
95. H 0.12
96. H 0.04
97. H 0.08
98. H -0.05
99. C -0.12